Record 1
{
  "formula": "C17H17BrO3STa",
  "method": "wB97M-V/def2-TZVPD",
  "symbols": ["C", "C", "C", "H", "C", "C", "H", "H", "H", "H", "Ta", "Br", "C", "C", "C", "H", "C", "C", "H", "H", "H", "H", "C", "C", "C", "C", "C", "C", "C", "S", "O", "O", "O", "H", "H", "H", "H", "H", "H", "H"],
  "xyz": [[-1.31595, -0.71913, -1.65784], [-1.36134, -1.69881, -0.60415], [-1.91595, -1.07069, 0.56424], [-1.13713, -2.74651, -0.74242], [-2.30361, 0.26463, 0.20962], [-1.94090, 0.48124, -1.15956], [-2.18494, 1.36102, -1.75127], [-0.98978, -0.90423, -2.67288], [-2.14104, -1.57755, 1.49758], [-2.90819, 0.94395, 0.79844], [-0.02440, 0.00464, 0.05900], [1.09696, -2.30413, 0.67572], [1.88476, 1.21949, 0.60882], [1.17174, 2.07116, -0.30153], [1.04552, 1.38203, -1.54955], [0.86850, 3.09659, -0.11076], [1.72000, 0.10924, -1.43019], [2.29758, 0.04948, -0.10904], [3.05064, -0.64307, 0.24046], [2.25786, 1.49590, 1.58838], [0.63437, 1.79397, -2.46275], [1.83596, -0.63022, -2.21946], [-0.66621, 2.71446, 8.74354], [-0.67308, 2.20170, 7.32933], [-0.79140, 0.82736, 7.09564], [-0.75577, 0.31410, 5.80132], [-0.53400, 1.15326, 4.70768], [-0.50228, 2.52903, 4.90366], [-0.58652, 3.04942, 6.20238], [-0.05732, 0.36574, 3.18410], [1.39518, 0.32487, 3.25246], [-0.79782, -0.88526, 3.24590], [-0.49526, 1.18815, 1.97420], [-1.57194, 2.38606, 9.27537], [0.18596, 2.30643, 9.31221], [-0.61878, 3.81098, 8.76404], [-0.89906, 0.13688, 7.92800], [-0.85680, -0.74910, 5.62844], [-0.39723, 3.14128, 4.00641], [-0.54992, 4.13044, 6.33677]],
  "forces_ev_per_angstrom": [[-0.877, -0.532, 0.532], [-1.940, 0.255, -0.968], [-1.655, -0.647, -1.105], [0.201, 0.266, 0.254], [-1.145, -0.843, -1.529], [-0.487, -0.318, 0.481], [0.341, -0.131, 0.274], [0.059, 0.114, 0.159], [0.422, 0.302, -0.094], [0.593, 0.009, 0.187], [2.753, 0.335, 4.183], [-0.689, 0.523, 0.158], [1.557, 0.411, -1.517], [0.290, -0.755, -0.655], [0.807, -0.017, 0.571], [-0.308, -0.389, 0.121], [0.252, 0.830, 0.215], [0.778, 1.731, -0.670], [-0.484, -0.037, -0.011], [-0.517, -0.241, -0.075], [-0.218, -0.177, 0.196], [-0.016, 0.206, 0.262], [-0.053, 0.141, 0.159], [-0.055, 0.010, -0.737], [-0.006, 0.106, -0.531], [0.220, -0.178, 0.002], [-0.291, 0.686, 0.232], [0.146, -0.139, -0.041], [0.071, -0.246, 0.021], [0.122, -0.759, 2.825], [-0.804, -0.306, -0.619], [0.678, 0.311, -0.992], [0.191, -0.694, -1.439], [0.213, 0.177, -0.180], [-0.222, 0.200, -0.293], [-0.002, -0.322, 0.091], [-0.031, 0.127, -0.088], [0.078, 0.014, 0.102], [0.036, 0.232, 0.489], [-0.009, -0.256, 0.032]],
  "lowdin_charge": [-0.168, -0.259, -0.200, 0.097, -0.127, -0.132, 0.139, 0.138, 0.131, 0.146, 1.545, 0.492, -0.168, -0.096, -0.142, 0.142, -0.193, -0.276, 0.093, 0.126, 0.134, 0.135, -0.047, -0.256, -0.023, -0.047, -0.277, -0.054, -0.019, 0.519, -0.308, -0.340, -0.431, 0.090, 0.092, 0.080, 0.123, 0.113, 0.113, 0.114],
  "homo_ev": -11.43,
  "spin_multiplicity": 1,
  "de_lowest_kcal_mol": 20.1,
  "total_energy_ha": -3912.724559,
  "charge": 1
}



Record 2
{
  "formula": "C17H17ClN2O4S",
  "method": "wB97M-V/def2-TZVPD",
  "symbols": ["C", "C", "O", "C", "O", "C", "N", "C", "N", "S", "O", "O", "C", "C", "C", "C", "Cl", "C", "C", "C", "C", "C", "C", "C", "C", "H", "H", "H", "H", "H", "H", "H", "H", "H", "H", "H", "H", "H", "H", "H", "H", "H"],
  "xyz": [[1.86263, 2.81936, -1.54271], [0.45252, 3.28383, -1.87280], [-0.49282, 2.21821, -1.73164], [-0.68538, 1.42790, -2.79138], [-0.12701, 1.56214, -3.84349], [-1.70452, 0.33934, -2.47001], [-0.98121, -0.87379, -2.21002], [-0.96838, -1.43967, -1.07388], [-0.31955, -2.65640, -0.98887], [0.52347, -3.17535, 0.37665], [1.45139, -4.13819, -0.12855], [-0.38792, -3.57030, 1.40211], [1.39196, -1.70112, 0.89749], [2.33648, -1.15089, 0.05274], [2.99743, 0.00372, 0.43311], [2.69130, 0.58669, 1.65703], [3.49921, 2.03460, 2.12667], [1.74765, 0.02571, 2.50742], [1.09388, -1.13077, 2.11918], [-1.59798, -0.99786, 0.19167], [-1.28548, 0.23829, 0.74964], [-1.87495, 0.62944, 1.93881], [-2.77880, -0.20548, 2.57375], [-3.09958, -1.43197, 2.01457], [-2.51316, -1.83038, 0.82773], [1.90618, 2.43975, -0.52484], [2.55203, 3.65299, -1.64068], [2.16101, 2.03100, -2.22964], [0.40606, 3.65830, -2.90022], [0.11759, 4.05613, -1.17732], [-2.34331, 0.66993, -1.64101], [-2.29991, 0.16887, -3.37190], [0.09542, -2.96044, -1.85866], [2.55479, -1.63269, -0.88684], [3.74191, 0.44992, -0.20704], [1.52930, 0.49052, 3.45554], [0.35283, -1.60094, 2.74547], [-0.57670, 0.88598, 0.25616], [-1.62643, 1.58864, 2.36820], [-3.23614, 0.10107, 3.50291], [-3.80591, -2.08274, 2.50685], [-2.75993, -2.78335, 0.38780]],
  "forces_ev_per_angstrom": [[-0.434, -0.032, -0.072], [0.387, 0.276, -0.225], [-0.086, 0.077, 0.435], [-0.297, -0.209, -0.203], [0.074, -0.002, -0.123], [-0.172, 0.171, 0.057], [0.450, -0.561, 0.134], [-0.401, 0.780, -0.176], [0.512, -0.854, 0.497], [0.059, 0.045, -0.240], [0.160, 0.137, -0.270], [0.065, 0.266, 0.047], [-0.289, -0.528, 0.004], [0.095, 0.055, -0.044], [-0.043, -0.015, 0.042], [-0.190, -0.309, -0.040], [0.106, 0.196, 0.055], [0.124, 0.003, -0.083], [0.066, -0.111, 0.075], [-0.367, 0.377, 0.108], [-0.106, -0.049, -0.105], [0.009, 0.084, -0.013], [-0.001, 0.009, 0.026], [-0.080, -0.059, 0.010], [-0.064, 0.169, -0.063], [0.049, -0.001, 0.098], [0.112, 0.081, 0.011], [0.069, -0.051, -0.059], [-0.038, 0.007, 0.201], [0.005, -0.085, -0.106], [0.033, -0.037, -0.162], [0.026, 0.173, 0.117], [0.167, -0.085, -0.048], [0.087, 0.006, -0.166], [0.054, 0.046, -0.044], [-0.014, 0.054, 0.079], [-0.123, 0.029, 0.122], [0.068, 0.036, -0.044], [0.029, 0.082, 0.046], [-0.041, 0.018, 0.076], [-0.066, -0.060, 0.040], [0.006, -0.128, 0.005]],
  "lowdin_charge": [-0.054, -0.205, -0.026, -0.483, 0.123, -0.112, 0.126, -0.353, -0.020, 0.676, -0.275, -0.268, -0.276, -0.038, -0.097, -0.669, 0.700, -0.084, -0.056, -0.189, -0.044, -0.072, -0.073, -0.062, -0.033, 0.047, 0.083, 0.082, 0.122, 0.125, 0.121, 0.130, 0.128, 0.125, 0.111, 0.112, 0.122, 0.111, 0.108, 0.104, 0.108, 0.122],
  "homo_ev": -9.44,
  "spin_multiplicity": 1,
  "de_lowest_kcal_mol": 8.2,
  "total_energy_ha": -1926.864802,
  "smiles": "CCOC(=O)C/N=C(/NS(=O)(=O)c1ccc(Cl)cc1)c1ccccc1",
  "charge": 0
}